{"formula": "C24H26BBrN8O2Os", "method": "wB97M-V/def2-TZVPD", "e_lumo_ev": [-5.9, -5.9], "charge": 1, "relative_energy_kcal_mol": 83.61, "homo_lumo_gap_ha": [0.1842, 0.1858], "spin_multiplicity": 2, "mol_weight_g_mol": 739.47, "species": ["Os", "Br", "O", "O", "N", "N", "N", "N", "N", "N", "N", "N", "C", "C", "C", "C", "C", "C", "C", "C", "C", "C", "C", "C", "C", "C", "C", "C", "C", "C", "C", "C", "C", "C", "C", "C", "B", "H", "H", "H", "H", "H", "H", "H", "H", "H", "H", "H", "H", "H", "H", "H", "H", "H", "H", "H", "H", "H", "H", "H", "H", "H", "H"], "xyz": [[0.192, 2.181, -0.600], [-2.782, -3.203, -2.345], [0.264, 0.352, -2.300], [-1.841, -0.368, -2.524], [-0.162, -2.166, 1.406], [-1.530, 0.345, 0.692], [-1.700, 1.345, -0.217], [1.994, 2.252, -1.197], [0.118, 2.653, 1.560], [-0.106, -1.060, 2.181], [-0.135, 1.550, 2.316], [0.905, 0.475, 0.446], [-0.149, -3.211, 2.220], [-3.470, 2.063, -1.832], [1.099, -4.512, -2.081], [-0.032, -1.410, 3.493], [-2.626, -0.411, 0.734], [-0.197, -4.608, 1.711], [3.994, 1.672, -2.438], [-0.093, -1.998, -2.352], [-0.214, 3.315, 3.645], [-0.076, -2.775, 3.564], [2.912, 1.390, -1.422], [-0.317, 3.612, -1.797], [-0.346, 1.941, 3.579], [1.290, -2.141, -2.299], [0.281, 5.105, 1.815], [2.933, 0.128, -0.754], [-3.538, 0.092, -0.173], [-0.276, -4.410, -2.161], [1.886, -3.380, -2.154], [-0.889, -3.168, -2.289], [1.925, -0.250, 0.156], [0.074, 3.730, 2.341], [-0.642, -0.545, -2.408], [-2.913, 1.181, -0.777], [-0.201, 0.260, 1.472], [1.896, -1.250, -2.356], [0.994, 5.092, 0.991], [4.871, 1.056, -2.263], [-2.734, 2.223, -2.619], [-0.289, -5.304, 2.542], [3.753, -0.546, -0.947], [-4.337, 1.581, -2.274], [0.708, -4.834, 1.146], [-1.043, -4.732, 1.036], [0.061, -0.683, 4.278], [-0.663, 5.506, 1.444], [-0.589, 1.258, 4.371], [1.552, -5.488, -1.972], [0.635, 5.759, 2.608], [4.275, 2.723, -2.423], [-0.054, -3.388, 4.447], [-3.771, 3.027, -1.417], [-2.699, -1.261, 1.389], [-0.890, -5.299, -2.121], [2.011, -1.236, 0.614], [-4.510, -0.303, -0.401], [0.333, 4.335, -2.286], [-0.311, 3.944, 4.510], [3.584, 1.439, -3.422], [2.964, -3.458, -2.097], [-1.375, 3.814, -1.988]], "forces_ev_per_a": [[1.243, -0.713, -2.159], [0.110, 0.092, 0.036], [1.255, 2.536, 1.243], [0.299, 0.241, -0.209], [-0.127, -0.319, -0.447], [-0.285, -0.564, 0.288], [1.649, 0.014, 0.375], [-1.607, -1.084, 1.058], [-0.006, 0.205, -1.505], [0.077, 0.228, 0.672], [0.217, 0.143, 0.046], [-0.656, 0.418, -0.418], [0.009, 0.445, 0.246], [0.247, 0.076, -0.014], [0.095, -0.235, 0.003], [-0.121, 0.008, -0.007], [0.028, 0.127, -0.094], [-0.011, 0.099, -0.131], [0.024, 0.424, 0.255], [-0.405, 0.406, -0.004], [0.054, 0.028, -0.189], [0.081, -0.090, -0.094], [0.944, -0.184, -0.490], [-1.272, 0.049, 1.630], [-0.022, 0.299, -0.058], [-0.144, -0.242, 0.035], [-0.132, -0.100, -0.092], [-0.585, 0.427, -0.358], [0.150, 0.417, 0.020], [-0.199, 0.146, -0.011], [0.234, 0.110, 0.012], [0.464, 0.579, -0.029], [-0.234, -0.608, 0.497], [-0.058, 0.054, 0.134], [-1.236, -1.780, 0.017], [-0.446, -0.147, -0.135], [-0.064, -1.073, 0.343], [-0.094, -0.076, -0.168], [0.055, 0.097, 0.051], [-0.006, -0.001, 0.046], [-0.063, -0.085, -0.050], [0.008, -0.071, -0.059], [0.046, 0.039, -0.002], [-0.009, 0.049, -0.024], [0.018, -0.093, 0.021], [-0.026, -0.076, 0.001], [-0.015, 0.022, 0.038], [0.005, 0.042, -0.012], [0.014, -0.153, -0.061], [0.009, -0.016, -0.005], [0.077, 0.037, -0.055], [0.037, 0.012, -0.064], [0.041, 0.003, 0.058], [-0.052, -0.007, -0.005], [0.119, -0.057, 0.036], [-0.029, 0.009, 0.018], [0.037, 0.162, 0.222], [-0.063, 0.046, -0.027], [0.209, -0.322, -0.185], [-0.002, -0.004, 0.062], [-0.014, -0.023, 0.002], [0.032, -0.042, -0.039], [0.091, 0.073, -0.264]], "nbo_charge": [1.25, 0.10, -0.72, -0.63, -0.31, -0.33, -0.33, -0.25, -0.28, -0.39, -0.32, -0.62, 0.16, -0.66, -0.18, -0.03, 0.08, -0.64, -0.64, -0.20, -0.32, -0.33, 0.21, -0.26, 0.04, -0.12, -0.65, -0.15, -0.31, -0.24, -0.25, -0.04, 0.15, 0.21, 0.78, 0.29, 0.88, 0.21, 0.23, 0.24, 0.24, 0.23, 0.24, 0.25, 0.23, 0.23, 0.21, 0.24, 0.24, 0.22, 0.25, 0.25, 0.24, 0.23, 0.25, 0.24, 0.24, 0.25, 0.21, 0.25, 0.26, 0.21, 0.19]}

***

{"formula": "C24H26Br2NO", "method": "wB97M-V/def2-TZVPD", "e_lumo_ev": -4.8, "charge": 1, "homo_lumo_gap_ha": 0.2229, "spin_multiplicity": 1, "mol_weight_g_mol": 504.29, "species": ["Br", "Br", "O", "N", "C", "C", "C", "C", "C", "C", "C", "C", "C", "C", "C", "C", "C", "C", "C", "C", "C", "C", "C", "C", "C", "C", "C", "C", "H", "H", "H", "H", "H", "H", "H", "H", "H", "H", "H", "H", "H", "H", "H", "H", "H", "H", "H", "H", "H", "H", "H", "H", "H", "H"], "xyz": [[-2.189, -3.021, -6.992], [-3.250, 6.744, 1.923], [4.776, -1.598, 2.347], [2.029, -1.250, 1.734], [-0.508, 1.471, 0.018], [-2.408, 5.176, 1.261], [-1.627, -2.103, -5.438], [-1.523, -0.209, 1.817], [4.318, -0.338, 1.846], [-0.455, -2.528, -4.770], [-2.316, 3.313, -0.302], [2.572, -2.629, 1.945], [0.700, -1.051, 1.554], [-1.017, 0.767, -1.116], [-2.939, 4.474, 0.162], [-1.191, 2.749, 0.362], [-0.315, -0.140, -1.870], [-1.616, -1.710, 1.400], [-0.055, -1.856, -3.612], [-0.189, -2.269, 1.470], [-0.635, 3.533, 1.397], [-0.776, -0.754, -3.094], [-1.247, 4.687, 1.868], [2.843, -0.097, 2.124], [-0.083, 0.157, 1.508], [4.082, -2.684, 1.720], [-1.934, -0.335, -3.799], [-2.352, -0.997, -4.957], [-1.968, -1.763, 0.360], [2.099, -3.329, 1.238], [0.593, 1.557, 0.077], [4.910, 0.392, 2.408], [0.337, 1.055, 1.987], [4.501, -0.226, 0.757], [-2.340, -2.258, 2.018], [-1.656, -0.135, 2.918], [2.727, 0.107, 3.206], [0.319, 3.232, 1.831], [0.838, -2.186, -3.088], [4.499, -3.573, 2.209], [0.036, -2.879, 0.583], [-2.727, 2.861, -1.211], [-2.033, 0.984, -1.445], [2.511, 0.775, 1.545], [-3.250, -0.670, -5.494], [2.380, -2.978, 2.978], [-3.847, 4.852, -0.317], [-2.494, 0.523, -3.440], [0.116, -3.371, -5.150], [-0.072, -2.933, 2.344], [-2.314, 0.402, 1.345], [-0.823, 5.222, 2.729], [4.286, -2.739, 0.627], [0.676, -0.427, -1.518]], "forces_ev_per_a": [[0.047, 0.188, 0.240], [0.229, -0.478, -0.223], [-0.997, 0.094, -0.821], [-1.761, 0.338, -0.066], [2.517, 0.231, -0.883], [-0.009, -0.829, -0.325], [0.671, 0.257, 0.774], [-0.403, -0.994, 1.317], [0.475, -0.204, 0.022], [-0.716, 0.533, 0.043], [-0.064, -0.602, 0.227], [0.059, 0.095, 0.354], [0.802, -0.863, -0.419], [0.117, -1.488, -1.595], [0.282, 0.383, 0.293], [-0.109, 0.683, 0.990], [-0.637, 1.242, 1.130], [-0.507, 0.518, -0.421], [-0.399, 0.224, -0.291], [-0.497, -0.053, 0.056], [-0.270, -0.208, -0.137], [-0.422, -0.753, -1.027], [0.141, 0.443, 0.286], [0.457, 0.123, 0.324], [-0.373, 1.485, 0.594], [0.515, 0.303, -0.073], [0.493, -0.519, -0.128], [0.112, -0.154, 0.102], [0.035, -0.006, 0.274], [0.065, 0.381, 0.335], [-0.797, 0.452, -0.866], [-0.151, 0.068, -0.369], [-0.166, -0.856, 0.342], [0.156, -0.247, 0.439], [0.320, 0.112, -0.196], [-0.203, -0.026, -0.542], [-0.211, -0.150, -0.424], [-0.292, -0.007, 0.128], [-0.042, 0.006, -0.077], [-0.304, 0.086, -0.342], [0.096, 0.127, 0.191], [0.107, 0.047, 0.521], [0.200, -0.023, 0.261], [0.105, -0.228, 0.266], [0.438, -0.118, 0.275], [-0.216, 0.397, -0.415], [0.458, -0.174, 0.036], [-0.005, -0.106, -0.152], [-0.134, 0.176, 0.076], [0.234, 0.362, -0.231], [0.566, -0.253, 0.195], [-0.133, -0.226, -0.532], [0.125, 0.243, 0.550], [-0.004, -0.032, -0.084]], "nbo_charge": [0.11, 0.12, -0.50, -0.33, -0.05, -0.06, -0.06, -0.40, -0.08, -0.23, -0.18, -0.25, 0.42, -0.29, -0.23, -0.04, -0.10, -0.40, -0.18, -0.48, -0.19, -0.03, -0.23, -0.25, -0.36, -0.09, -0.17, -0.23, 0.22, 0.23, 0.22, 0.22, 0.25, 0.18, 0.24, 0.21, 0.22, 0.21, 0.21, 0.22, 0.25, 0.22, 0.21, 0.22, 0.24, 0.22, 0.24, 0.21, 0.24, 0.25, 0.22, 0.24, 0.18, 0.20]}

***

{"formula": "C24H26BrCl2IrN4OS3", "method": "wB97M-V/def2-TZVPD", "e_lumo_ev": [-4.4, -4.7], "charge": 1, "relative_energy_kcal_mol": 360.35, "homo_lumo_gap_ha": [0.2184, 0.2133], "spin_multiplicity": 2, "mol_weight_g_mol": 825.73, "species": ["Ir", "Br", "Cl", "Cl", "S", "S", "S", "O", "N", "N", "N", "N", "C", "C", "C", "C", "C", "C", "C", "C", "C", "C", "C", "C", "C", "C", "C", "C", "C", "C", "C", "C", "C", "C", "C", "C", "H", "H", "H", "H", "H", "H", "H", "H", "H", "H", "H", "H", "H", "H", "H", "H", "H", "H", "H", "H", "H", "H", "H", "H", "H", "H"], "xyz": [[0.141, 0.796, -0.328], [-0.967, 0.842, 6.312], [0.498, -1.915, -0.191], [2.560, -1.254, -5.010], [1.263, 0.076, -2.489], [-2.077, 0.205, -1.311], [-0.211, 3.011, -0.670], [-1.988, -0.942, -2.229], [1.628, -1.104, 0.201], [2.389, 2.698, 0.091], [1.733, 4.778, -0.526], [2.048, 1.380, 0.246], [-3.873, 1.487, -2.948], [-3.791, 1.144, 0.655], [-2.591, 1.700, -2.157], [1.668, -2.226, -3.901], [-0.727, 0.917, 4.440], [-1.343, -0.018, 3.629], [0.255, 1.950, 2.511], [-0.063, -3.139, 0.853], [0.066, 1.908, 3.884], [2.683, -0.766, 0.987], [-1.159, 0.056, 2.254], [2.932, 0.657, 0.887], [1.043, -3.396, 1.648], [0.504, -4.309, -3.497], [-3.467, -0.067, -0.211], [-0.346, 1.023, 1.653], [1.230, -1.671, -2.673], [0.130, -3.886, -2.238], [1.443, 3.481, -0.340], [1.318, -3.502, -4.291], [3.079, -1.734, 1.902], [2.321, -2.909, 2.099], [4.152, 1.234, 1.519], [0.603, -2.644, -1.873], [-0.459, -4.495, -1.568], [-2.892, 1.682, 0.957], [-1.744, 1.920, -2.808], [-4.289, 0.820, 1.567], [-4.045, 2.361, -3.574], [-1.964, -0.793, 4.060], [2.663, 5.102, -0.320], [0.171, -5.273, -3.855], [-2.669, 2.483, -1.403], [-0.712, -1.150, -0.448], [2.754, -3.575, 2.834], [-1.653, -0.705, 1.657], [1.647, -3.852, -5.259], [-3.214, -0.962, 0.358], [4.582, 2.011, 0.893], [1.046, 5.430, -0.856], [4.894, 0.458, 1.693], [0.539, 2.642, 4.522], [3.883, 1.688, 2.476], [0.879, 2.742, 2.118], [-3.790, 0.617, -3.599], [-4.277, -0.340, -0.890], [-4.454, 1.831, 0.131], [3.973, -1.590, 2.493], [0.788, -4.283, 2.231], [-4.742, 1.370, -2.301]], "forces_ev_per_a": [[1.111, 0.752, -0.153], [-0.003, 0.001, -0.002], [-2.538, -2.777, 0.178], [-0.010, -0.004, 0.048], [-0.025, -0.036, -0.126], [0.868, 1.015, 0.658], [-0.022, 0.029, -0.095], [0.017, -0.228, 0.170], [-1.046, 1.285, -1.944], [0.006, -0.131, 0.071], [0.031, 0.001, 0.048], [-0.145, 0.432, -0.010], [0.008, 0.033, -0.010], [-0.012, -0.008, 0.007], [-0.136, -0.330, -0.458], [-0.055, 0.108, -0.048], [0.004, 0.011, 0.000], [-0.009, -0.003, -0.002], [-0.112, 0.117, -0.061], [0.939, -0.370, 0.023], [-0.011, -0.013, 0.006], [-0.483, 0.365, 0.928], [0.199, -0.120, 0.022], [0.376, -0.528, 0.014], [-1.050, -0.757, 0.557], [-0.035, 0.023, -0.016], [0.010, 0.056, -0.047], [-0.236, -0.150, 0.046], [-0.455, 0.027, -0.595], [0.196, -0.299, 0.608], [-0.084, -0.017, 0.007], [-0.065, -0.079, 0.026], [-0.463, -0.613, -0.248], [0.961, 0.786, 0.028], [-0.003, 0.035, -0.030], [0.980, 1.737, -0.180], [0.064, 0.005, 0.055], [0.000, -0.015, 0.009], [-0.001, 0.049, 0.009], [-0.026, 0.003, -0.012], [0.009, -0.003, -0.005], [0.003, -0.002, -0.002], [-0.001, 0.011, -0.010], [0.024, -0.009, 0.001], [-0.016, -0.027, 0.031], [1.200, -0.390, 0.403], [0.004, -0.001, -0.017], [0.002, -0.008, 0.006], [-0.007, -0.002, -0.003], [0.021, 0.020, 0.011], [-0.013, -0.003, -0.023], [-0.011, -0.015, -0.016], [-0.015, 0.005, 0.024], [0.003, -0.001, -0.002], [0.015, 0.041, -0.017], [0.009, -0.015, 0.002], [-0.006, -0.007, 0.008], [-0.010, -0.036, 0.029], [0.011, 0.012, -0.002], [-0.047, 0.018, 0.073], [0.081, 0.028, 0.032], [0.000, -0.005, -0.005]], "nbo_charge": [0.41, 0.08, 1.33, 0.06, -0.18, 1.45, 0.04, -0.94, -0.84, -0.41, -0.77, -0.21, -0.63, -0.64, -0.61, -0.05, -0.10, -0.23, -0.28, -0.37, -0.22, 0.21, -0.30, 0.24, -0.30, -0.21, -0.61, -0.14, -0.23, -0.23, 0.28, -0.17, -0.20, -0.20, -0.67, -0.06, 0.27, 0.24, 0.27, 0.25, 0.25, 0.23, 0.42, 0.24, 0.26, 0.30, 0.23, 0.19, 0.25, 0.25, 0.27, 0.41, 0.23, 0.23, 0.25, 0.21, 0.24, 0.26, 0.22, 0.24, 0.25, 0.21]}